No. 1
C26H39Si | wB97M-V/def2-TZVPD

XYZ file:
```
66
Properties=species:S:1:pos:R:3:forces:R:3
C -2.63951 -0.70550 3.92226 -0.3 0.0 0.1
C -2.65359 -1.95655 3.04419 0.0 -0.2 -0.1
Si -0.96860 -2.62150 2.56759 -0.2 0.1 0.3
C -0.02449 -2.99539 4.14709 0.1 0.2 -0.2
C -0.67364 -4.05492 5.04029 0.1 0.0 0.2
C -1.14987 -4.20538 1.58721 0.4 0.0 -0.1
C -2.57921 -4.65447 1.28916 -0.1 -0.3 -0.2
C -0.04168 -1.24601 1.61871 0.1 -0.2 0.2
C 0.38610 -1.63969 0.23151 -0.5 0.6 -0.4
C 1.72698 -2.31289 0.10140 0.2 -0.2 0.1
C -0.40593 -1.46426 -0.85260 0.7 -0.4 1.0
C 0.00813 -2.01883 -2.18266 0.0 -0.1 -0.5
C -1.78421 -0.88599 -0.74586 -0.6 0.1 -0.1
H -3.67348 -0.41725 4.14548 0.2 0.1 0.1
H -2.12627 -0.87464 4.87692 -0.1 0.0 -0.2
H -2.15579 0.14622 3.42908 0.0 -0.1 0.1
H -3.16730 -2.77895 3.56414 -0.1 0.2 -0.1
H -3.22302 -1.77126 2.12181 0.0 0.0 0.2
H 0.98577 -3.31523 3.85229 -0.1 0.0 0.1
H 0.09520 -2.04921 4.69485 0.1 -0.2 0.0
H -0.05709 -4.20527 5.93456 -0.2 -0.1 -0.1
H -1.67720 -3.76440 5.37604 0.2 0.0 -0.1
H -0.75931 -5.02304 4.53169 0.0 0.2 0.1
H -0.58436 -4.09953 0.64984 -0.1 -0.1 0.1
H -0.62345 -4.97667 2.16832 -0.1 0.0 -0.2
H -2.54735 -5.58007 0.70018 -0.2 0.2 0.1
H -3.14745 -4.86160 2.20547 0.1 0.1 -0.2
H -3.13516 -3.90600 0.70879 0.1 -0.2 0.1
H -0.68296 -0.35437 1.65505 0.2 -0.1 -0.1
H 0.82202 -1.07513 2.27856 0.0 0.3 -0.3
H 2.25164 -2.33361 1.06403 -0.1 0.0 -0.2
H 1.63062 -3.35895 -0.22852 0.0 0.2 0.0
H 2.38157 -1.80644 -0.62271 -0.2 -0.1 0.1
H -0.77854 -1.84498 -2.92307 0.2 -0.1 0.0
H 0.93194 -1.57533 -2.57761 -0.1 -0.1 0.1
H 0.16933 -3.10706 -2.14053 0.0 0.2 0.0
H -2.25277 -0.88039 -1.73802 0.0 0.1 0.2
H -2.45266 -1.47561 -0.09150 0.3 0.2 -0.2
H -1.80806 0.15076 -0.37301 0.1 -0.2 0.1
C 5.63869 4.34623 -0.28275 0.2 0.2 -0.2
C 4.26909 3.95780 -0.74532 -0.1 -0.4 0.2
C 3.55122 2.96193 -0.06493 -0.3 -0.2 0.0
C 2.29712 2.56667 -0.49692 -0.2 -0.1 -0.1
C 1.66149 3.16229 -1.64091 0.4 0.1 0.4
C 0.39091 2.65710 -2.03290 0.3 0.7 0.0
C -0.46622 3.02851 -3.11010 -0.6 -0.1 -0.7
C -1.79869 2.49341 -3.11664 0.4 0.1 0.2
C -2.71512 2.83086 -4.10164 0.0 0.1 -0.1
C -2.36850 3.74225 -5.11439 0.2 -0.3 0.6
C -1.07416 4.27899 -5.13296 0.2 -0.1 0.1
C -0.12253 3.89321 -4.19386 -0.3 0.0 0.1
C 2.37807 4.23682 -2.25236 0.3 0.0 0.0
C 3.66346 4.57119 -1.84782 -0.5 0.1 -0.4
H 6.08339 5.07754 -0.96172 0.0 -0.1 0.1
H 5.62024 4.78964 0.71998 -0.1 -0.1 -0.1
H 6.30869 3.48029 -0.23405 -0.2 0.1 0.0
H 4.00653 2.49055 0.80854 -0.2 0.1 -0.3
H 1.75352 1.78369 0.04027 0.2 0.2 -0.2
H -0.01920 1.89823 -1.36518 0.1 0.0 -0.1
H -2.08893 1.82206 -2.30372 0.1 0.2 -0.3
H -3.71286 2.39073 -4.08857 0.3 0.1 0.0
H -3.09650 4.01957 -5.88033 0.3 -0.1 0.3
H -0.80457 5.00047 -5.90395 0.0 -0.3 0.1
H 0.89517 4.25257 -4.30728 -0.4 -0.1 -0.1
H 1.91178 4.83100 -3.03128 0.3 -0.1 0.3
H 4.22155 5.33577 -2.38961 -0.3 -0.1 0.2
```
Positions in Å, forces in eV/Å.

Summary:
M	379.68	g mol⁻¹
charge	+1
Kohn-Sham gap	4.49	eV

Löwdin population analysis, charges in e, atoms 1 to 4: -0.154, -0.318, 0.601, -0.319

=====

No. 2
C26H40BCdF3N6S3 | wB97M-V/def2-TZVPD

XYZ file:
```
80
Properties=species:S:1:pos:R:3:forces:R:3
Cd 1.16807 -0.99733 -0.71996 0.7 -0.2 0.1
C -3.93846 1.13931 -1.57900 0.1 0.0 0.1
C -2.47707 1.11170 -1.89288 0.1 0.1 -0.1
C -1.86297 1.50539 -3.06345 0.0 -0.2 0.0
C -0.49476 1.24732 -2.86891 -0.1 0.1 0.1
N -0.30614 0.76021 -1.65067 0.3 -0.1 0.1
N -1.51494 0.67891 -1.05001 -0.3 0.0 0.1
B -1.73589 0.42020 0.46631 0.3 0.0 0.1
N -0.83352 1.33297 1.33196 -0.1 0.0 0.0
N 0.49971 1.47951 1.14567 0.2 0.2 -0.2
C 0.90132 2.44033 1.96987 -0.2 -0.2 -0.1
C -0.19069 2.89857 2.73685 0.0 0.1 0.1
C -1.27252 2.17145 2.29875 0.0 0.1 0.0
C -2.69309 2.25442 2.75709 0.1 -0.1 -0.1
C 2.31637 2.96886 2.05936 0.1 0.0 0.0
C 3.01356 2.32159 3.26425 0.0 0.0 -0.1
C 2.25533 4.48969 2.26832 0.0 0.0 0.0
C 3.10910 2.68552 0.78203 -0.2 -0.1 0.0
N -1.65833 -1.06846 0.89564 -0.3 0.2 0.1
N -0.56613 -1.86749 0.82096 0.1 -0.1 -0.1
C -0.90850 -3.05140 1.31789 -0.2 0.1 0.1
C -2.23760 -2.99563 1.78039 -0.1 0.0 -0.2
C -2.68529 -1.73398 1.46815 0.1 -0.2 0.2
C -4.05199 -1.18297 1.72934 0.1 0.1 0.0
C -0.06478 -4.30697 1.36782 0.1 -0.1 0.0
C 1.15912 -4.26521 0.45871 0.0 0.1 -0.1
C -0.95108 -5.48187 0.91951 0.0 0.1 0.0
C 0.40093 -4.52387 2.81514 0.0 0.0 0.0
C 0.64370 1.48797 -3.83267 0.2 0.0 0.0
C 1.78151 2.20079 -3.09233 -0.1 0.0 0.0
C 1.16406 0.16049 -4.39834 0.0 0.1 0.0
C 0.15662 2.36122 -4.99206 0.0 0.0 0.1
H -4.48488 1.43186 -2.47504 0.0 0.0 0.0
H -4.28550 0.15596 -1.25767 0.0 0.0 0.0
H -4.16636 1.85147 -0.78308 0.0 0.0 0.0
H -2.35446 1.89328 -3.94046 0.0 0.0 0.0
H -2.86163 0.74955 0.68900 0.0 0.0 0.0
H -0.19484 3.66037 3.50041 0.0 0.0 0.0
H -2.78371 3.02713 3.52006 0.0 0.0 0.0
H -3.36539 2.49666 1.93187 0.0 0.0 0.0
H -3.02361 1.30489 3.18388 0.0 0.1 0.0
H 2.43043 2.47382 4.17791 0.0 0.0 0.0
H 3.12806 1.25228 3.09039 0.0 -0.1 0.0
H 4.00940 2.75172 3.40663 0.0 0.0 0.0
H 1.83929 4.74073 3.24797 0.0 0.0 0.0
H 3.25816 4.91953 2.20045 0.0 0.0 0.0
H 1.63204 4.95261 1.49964 0.0 0.0 0.0
H 2.99649 1.64671 0.48270 0.1 -0.1 0.0
H 2.75415 3.32179 -0.03217 0.0 0.0 0.0
H 4.17210 2.87667 0.94298 0.0 0.1 0.0
H -2.81864 -3.78033 2.23737 0.0 0.0 0.0
H -4.66231 -1.96958 2.17256 0.0 0.0 0.0
H -4.01515 -0.33843 2.41902 -0.1 0.0 0.0
H -4.53620 -0.84388 0.81240 0.0 0.0 0.0
H 0.87320 -4.11363 -0.58243 0.1 -0.1 0.2
H 1.84099 -3.47140 0.75281 0.1 0.1 0.0
H 1.69694 -5.21470 0.52779 0.0 0.0 0.1
H -1.38728 -5.25504 -0.05434 0.0 -0.1 0.0
H -0.35290 -6.39242 0.83175 0.0 0.0 0.0
H -1.76348 -5.67170 1.62638 0.0 0.0 0.0
H 1.05689 -3.70456 3.11509 0.0 0.0 0.0
H -0.44449 -4.56694 3.50721 0.0 0.0 0.0
H 0.96290 -5.45926 2.89090 0.0 0.0 0.0
H 2.13044 1.57266 -2.27415 0.1 0.1 0.0
H 2.62081 2.39008 -3.76706 0.0 0.0 0.0
H 1.43750 3.15371 -2.68035 0.0 0.0 0.0
H 1.54422 -0.47341 -3.59951 0.0 -0.1 -0.1
H 0.36918 -0.38117 -4.91329 0.0 0.0 0.0
H 1.98193 0.34948 -5.09954 0.0 0.0 0.0
H -0.24923 3.30865 -4.62781 0.0 0.0 0.0
H 0.98993 2.57700 -5.66465 0.0 0.0 0.0
H -0.61959 1.84769 -5.56518 0.0 0.0 0.0
S 5.97226 -1.49910 -0.02855 0.3 0.0 0.0
C 4.31736 -1.27400 -0.19345 0.0 0.0 -0.1
S 3.25717 -1.23922 1.15706 -0.6 0.2 0.1
S 3.59596 -1.08642 -1.75359 -0.2 0.2 -0.2
F -0.81861 -3.33551 -1.71092 -0.1 0.0 -0.1
C 0.05648 -2.38287 -2.23516 -0.2 -0.1 -0.2
F 0.88902 -3.15008 -3.02953 0.0 0.0 0.0
F -0.75066 -1.74389 -3.16994 -0.1 -0.1 0.1
```
Positions in Å, forces in eV/Å.

Summary:
relative energy (zero: lowest compared OMol25 entry of this formula, charge and spin)	0.00	kJ/mol
M	713.07	g mol⁻¹
charge	-2
Kohn-Sham gap	4.98	eV

Löwdin population analysis, charges in e, atoms 1 to 4: 1.175, -0.035, -0.278, 0.012

=====

No. 3
C26H40BClGaN2O4 | wB97M-V/def2-TZVPD

XYZ file:
```
75
Properties=species:S:1:pos:R:3:forces:R:3
Ga -1.17868 -2.06775 -1.51793 0.4 0.3 1.4
Cl -2.22615 -1.80502 -3.37665 -1.1 0.8 -2.6
N 0.95275 -1.52794 -1.45296 2.8 2.6 -0.7
N -2.00530 -0.24802 -0.27813 -0.4 2.9 -0.5
C 1.91676 -0.75843 -2.00412 -2.3 -1.8 1.4
C -2.60771 0.82673 -0.82768 1.3 -2.6 1.3
C 1.62105 -2.82556 -1.14055 0.1 0.2 -0.7
C 2.65139 -2.89517 -2.26456 0.1 0.9 -0.6
C 0.68203 -4.02841 -1.14162 0.2 -0.6 0.4
C 2.29392 -2.66141 0.22521 0.3 -0.1 0.2
H 0.23223 -4.19067 -2.13787 0.0 0.0 0.6
H -0.09835 -3.92038 -0.34993 0.7 -0.2 -0.9
H 1.26491 -4.91898 -0.88010 0.3 -0.1 -0.1
H 3.37702 -2.42381 0.09610 -0.7 -0.1 0.3
H 2.18922 -3.60815 0.79075 0.2 0.5 -0.1
H 1.80335 -1.82717 0.75003 0.2 -0.4 -0.1
C -3.09068 -0.94093 0.44804 -0.4 0.3 -0.8
C -4.25561 -0.70612 -0.50798 0.1 1.2 -1.1
C -3.30372 -0.18151 1.75661 0.0 0.2 0.5
C -2.81358 -2.40547 0.70906 -1.0 -0.9 -0.1
H -2.91143 -3.01076 -0.22379 0.2 0.4 1.0
H -3.57189 -2.78054 1.40831 0.0 0.1 0.1
H -1.82653 -2.55168 1.16798 -0.3 0.0 -0.3
H -4.15452 0.51246 1.69956 0.2 -0.1 0.0
H -2.41039 0.40145 2.00344 -0.2 -0.2 -0.1
H -3.48597 -0.89825 2.55867 -0.1 0.2 0.2
O -3.87842 0.66013 -1.16505 -1.2 -1.4 1.4
H -5.23628 -0.54421 -0.05800 0.1 0.0 0.0
H -4.30371 -1.42563 -1.32886 0.1 0.1 0.1
O 2.88205 -1.44327 -2.61521 0.6 -1.5 0.5
H 2.25947 -3.40626 -3.15260 0.1 0.3 0.1
H 3.62513 -3.30357 -1.97690 -0.2 0.1 -0.1
C 2.23385 0.70496 -1.80330 0.6 0.7 -0.4
C -2.11026 2.23694 -0.84253 0.0 1.0 0.1
C -0.94668 2.46027 -1.74360 0.5 0.7 -0.9
H -1.77114 2.47976 0.16831 -0.2 -0.2 0.2
H -2.94054 2.90303 -1.11587 0.1 -0.3 0.2
C 0.36869 2.32376 -1.24296 -1.6 -1.4 -4.9
C 1.19160 1.70927 -2.20460 0.1 0.2 -1.0
H 0.66466 2.44249 -0.22899 -0.1 -0.4 1.3
C 0.99136 1.87388 -3.59556 -0.3 0.7 -0.3
C -0.18899 2.45755 -4.04661 0.1 -0.2 0.8
C 2.02529 1.55669 -4.65206 0.1 -0.5 -0.2
C -1.21294 2.64464 -3.11797 0.5 0.3 -0.3
H -0.35927 2.63096 -5.11227 0.1 0.0 0.3
C -2.53880 3.11589 -3.65292 -0.6 -0.3 0.1
H -2.51068 3.23803 -4.74153 0.1 -0.1 0.2
H -2.87317 4.08483 -3.25071 0.2 -0.3 0.1
H -3.30998 2.36833 -3.43759 -0.1 0.2 0.0
H 2.97392 2.10345 -4.55154 -0.2 -0.1 0.3
H 1.64897 1.80584 -5.65486 -0.1 -0.1 0.3
H 2.24594 0.48521 -4.66170 0.2 0.0 -0.1
H 3.15387 0.90914 -2.37358 -0.1 -0.3 0.3
H 2.41280 0.86162 -0.73900 0.2 -0.4 0.2
C 2.38747 -0.76885 3.24068 0.3 0.1 0.3
C 1.17716 0.11266 2.98923 0.1 0.5 -0.2
C -0.07652 -0.69320 3.24522 -0.4 0.4 0.5
O 1.15483 0.48044 1.55798 0.4 -1.1 1.3
B 0.86491 1.81476 1.41847 0.3 0.9 0.5
O 0.80067 2.43767 2.64709 -0.3 -0.4 2.3
C 1.18350 1.51058 3.74256 0.4 0.3 -0.3
C 0.32366 1.59182 5.03751 -0.5 -1.0 -0.2
C 2.57342 1.93380 4.21383 0.8 -0.2 0.4
H 2.27041 -1.71967 2.71539 0.1 0.2 0.0
H 2.43660 -1.02244 4.30829 0.1 0.1 0.0
H 3.33798 -0.29342 2.94046 -0.5 -0.2 0.1
H -0.22583 -1.39983 2.43988 -0.1 0.0 -0.3
H -0.00659 -1.26794 4.16759 0.0 0.0 0.3
H -0.93407 -0.01364 3.33134 0.1 -0.4 -0.2
H 0.68538 0.81855 5.74874 -0.1 0.1 -0.4
H 0.44354 2.51434 5.60806 0.0 0.3 -0.5
H -0.75432 1.38618 4.90200 0.5 0.3 -0.1
H 3.33115 1.96900 3.40947 -0.5 0.0 0.3
H 2.57123 2.90484 4.74553 -0.2 -0.3 -0.6
H 2.91458 1.21213 4.97882 0.1 0.1 -0.3
```
Positions in Å, forces in eV/Å.

Summary:
M	560.60	g mol⁻¹
charge	-1
Kohn-Sham gap	4.23	eV

Löwdin population analysis, charges in e, atoms 1 to 4: 0.253, 0.039, 0.043, 0.063

=====

Question: What is the M in the third record?
Answer: 560.60 g mol⁻¹

=====

Question: Number 1 is which compound?
Answer: C26H39Si